# 1
Below is a structure of composition C5H8O in a non-equilibrium geometry, with properties calculated with wB97M-V/def2-TZVPD.

```
14
C5H8O, DFT wB97M-V/def2-TZVPD
C 1.17 -0.73 0.62
C 0.57 0.84 -0.27
C -0.40 0.23 -1.28
C -1.28 -0.15 -0.06
C -0.29 0.62 0.87
O -0.24 0.98 2.03
H 2.11 -0.47 1.09
H 0.58 -1.24 1.43
H 1.22 -1.44 -0.19
H 1.09 1.80 -0.48
H -0.90 0.94 -1.96
H 0.04 -0.55 -1.90
H -2.21 0.41 -0.01
H -1.45 -1.22 0.10
```

* gap between HOMO and LUMO: 9.843 eV
* energy relative to the best compared isomer or geometry (same formula, charge and spin): 76.38 kcal per mole
* HOMO energy: -0.326 Eh
* total charge: 0



# 2
Below is an isolated molecule of C5H8O, with properties calculated with wB97M-V/def2-TZVPD.

```
14
C5H8O, DFT wB97M-V/def2-TZVPD
O 0.62 0.59 1.21
C 0.06 1.01 0.03
C -1.19 0.19 -0.14
C -0.51 -1.17 0.01
C 0.68 -0.83 0.96
C 0.77 1.62 -0.90
H -1.88 0.37 0.70
H -1.71 0.37 -1.08
H -1.15 -1.97 0.40
H -0.15 -1.49 -0.98
H 1.64 -1.04 0.47
H 0.64 -1.33 1.92
H 1.78 1.95 -0.69
H 0.40 1.72 -1.91
```

* gap between HOMO and LUMO: 10.357 eV
* energy relative to the best compared isomer or geometry (same formula, charge and spin): 32.02 kcal per mole
* structure (SMILES): C=C1CCCO1
* HOMO energy: -0.341 Eh
* total charge: 0



# 3
Below is an isolated molecule of C5H8O, with properties calculated with wB97M-V/def2-TZVPD.

```
14
C5H8O, DFT wB97M-V/def2-TZVPD
O 1.21 -0.70 -2.06
C 0.40 -0.41 -1.21
C -0.05 -1.30 -0.06
C 0.29 -0.38 1.12
C -0.22 1.00 0.66
C -0.19 0.97 -0.94
H -1.14 -1.41 -0.13
H 0.44 -2.27 -0.09
H -0.20 -0.63 2.07
H 1.37 -0.40 1.30
H 0.30 1.79 1.22
H -1.27 1.07 0.96
H -1.24 0.96 -1.27
H 0.30 1.72 -1.57
```

* gap between HOMO and LUMO: 10.326 eV
* energy relative to the best compared isomer or geometry (same formula, charge and spin): 8.41 kcal per mole
* structure (SMILES): O=C1CCCC1
* HOMO energy: -0.346 Eh
* total charge: 0



# 4
Below is a cluster of 2 separate species, C5H8O in total, with properties calculated with wB97M-V/def2-TZVPD.

```
14
C5H8O, DFT wB97M-V/def2-TZVPD
C 1.59 -0.39 -0.14
C 0.86 0.80 -0.25
C -1.18 0.65 0.06
O -1.75 1.03 -1.14
C -1.28 -0.64 0.52
C -0.59 -1.68 0.71
H 0.58 -1.35 0.34
H 2.28 -0.50 0.70
H 1.88 -0.92 -1.04
H 0.65 1.19 -1.24
H 1.00 1.56 0.51
H -1.26 1.48 0.76
H -1.79 0.25 -1.70
H -0.72 -2.68 1.12
```

* gap between HOMO and LUMO: 9.668 eV
* energy relative to the best compared isomer or geometry (same formula, charge and spin): 108.09 kcal per mole
* structure (SMILES): C=C=CO.C=C
* HOMO energy: -0.321 Eh
* total charge: 0



# 5
Below is an isolated molecule of C5H8O in a non-equilibrium geometry, with properties calculated with wB97M-V/def2-TZVPD.

```
14
C5H8O, DFT wB97M-V/def2-TZVPD
C 2.53 0.07 0.39
C 1.25 0.47 -0.29
C 0.03 -0.15 -0.05
C -1.18 0.08 -0.71
C -2.58 -0.25 -0.03
O -3.36 -1.18 -0.54
H 2.58 -1.00 0.04
H 3.46 0.66 0.20
H 2.34 -0.07 1.56
H 1.16 1.42 -0.82
H 0.03 -0.76 0.85
H -1.12 0.53 -1.72
H -3.09 0.78 0.11
H -2.04 -0.58 1.00
```

* gap between HOMO and LUMO: 4.853 eV
* energy relative to the best compared isomer or geometry (same formula, charge and spin): 138.43 kcal per mole
* HOMO energy: -0.268 Eh
* total charge: 0



# 6
Below is a cluster of 2 separate species, C5H8O in total in a non-equilibrium geometry, with properties calculated with wB97M-V/def2-TZVPD.

```
14
C5H8O, DFT wB97M-V/def2-TZVPD
C -0.34 1.14 1.72
C -0.51 0.50 0.37
C 0.49 0.27 -0.47
C 0.32 -0.23 -1.88
C -0.41 -2.56 0.16
O 0.53 -2.82 0.76
H -0.77 0.53 2.52
H 0.72 1.30 1.94
H -0.84 2.12 1.74
H -1.53 0.23 0.08
H 0.38 0.64 -2.53
H 1.51 0.53 -0.18
H -0.65 -0.72 -2.04
H 1.11 -0.92 -2.18
```

* gap between HOMO and LUMO: 10.387 eV
* energy relative to the best compared isomer or geometry (same formula, charge and spin): 23.05 kcal per mole
* HOMO energy: -0.337 Eh
* total charge: 0



# 7
Below is an isolated molecule of C5H8O, with properties calculated with wB97M-V/def2-TZVPD.

```
14
C5H8O, DFT wB97M-V/def2-TZVPD
C 0.38 1.48 0.48
C 0.04 0.12 -0.15
C 1.01 -1.01 0.09
C -0.40 -1.21 0.51
C -0.99 0.20 -1.21
O -1.90 1.00 -1.12
H 1.43 1.71 0.28
H 0.21 1.55 1.55
H -0.23 2.25 -0.01
H 1.46 -1.61 -0.70
H 1.69 -0.78 0.90
H -0.96 -1.86 -0.16
H -0.74 -1.26 1.54
H -1.00 -0.59 -1.99
```

* gap between HOMO and LUMO: 10.592 eV
* energy relative to the best compared isomer or geometry (same formula, charge and spin): 38.82 kcal per mole
* structure (SMILES): CC1(C=O)CC1
* HOMO energy: -0.354 Eh
* total charge: 0



# 8
Below is a structure of composition C5H8O in a non-equilibrium geometry, with properties calculated with wB97M-V/def2-TZVPD.

```
14
C5H8O, DFT wB97M-V/def2-TZVPD
O 2.78 -0.40 -0.72
C 1.96 0.31 -0.33
C 0.40 -0.18 0.83
C -0.32 -1.23 -0.02
C -1.35 -0.12 -0.37
C -0.56 0.79 0.56
H 1.05 1.70 -0.72
H 0.98 -0.35 1.73
H 0.24 -1.68 -0.85
H -0.76 -2.04 0.58
H -1.36 0.18 -1.43
H -2.37 -0.34 -0.06
H 0.25 1.76 -0.40
H -0.93 1.60 1.19
```

* gap between HOMO and LUMO: 9.742 eV
* energy relative to the best compared isomer or geometry (same formula, charge and spin): 107.57 kcal per mole
* HOMO energy: -0.321 Eh
* total charge: 0



no.,calculated total energy (eV)
1,-7358.94323
2,-7360.86661
3,-7361.89069
4,-7357.56825
5,-7356.25217
6,-7361.25569
7,-7360.57206
8,-7357.59074